No. 1
{"formula": "C6H12NO6", "method": "ωB97M-V/def2-TZVPD", "multiplicity": 2, "total_energy_ev": -20179.9724, "lumo_ev": [-1.9, -2.5], "charge": 0, "s2": 0.758, "relative_energy_kj_mol": 129.28, "homo_energy_ev": [-9.84, -9.84], "elements": ["C", "C", "C", "C", "C", "C", "O", "N", "O", "O", "O", "O", "O", "H", "H", "H", "H", "H", "H", "H", "H", "H", "H", "H", "H"], "positions_angstrom": [[-2.624, -2.277, 0.866], [-2.106, -0.968, 0.303], [-0.597, -0.975, 0.102], [-0.077, 0.426, -0.291], [1.442, 0.535, -0.594], [1.819, 1.947, -0.852], [1.956, 0.042, 0.665], [3.409, -0.179, 0.519], [3.951, -0.589, 1.542], [3.919, 0.046, -0.548], [-0.324, 1.289, 0.701], [-2.266, 2.145, 0.089], [-1.783, 2.887, -0.779], [-3.703, -2.193, 0.998], [-2.400, -3.109, 0.194], [-2.171, -2.458, 1.845], [-2.580, -0.748, -0.662], [-2.353, -0.170, 1.011], [-0.130, -1.210, 1.070], [-0.309, -1.730, -0.651], [-0.489, 0.588, -1.324], [1.735, -0.148, -1.401], [1.421, 2.215, -1.835], [1.359, 2.600, -0.097], [2.901, 2.035, -0.870]], "forces_ev_per_a": [[0.0, 0.2, 0.0], [0.0, 0.2, -0.2], [-0.1, -0.2, 0.9], [1.8, -0.5, -2.0], [-1.1, -1.4, 0.8], [0.0, 0.6, -0.2], [3.0, -0.3, -0.8], [0.5, -0.7, 2.0], [-1.5, 0.9, -2.0], [-0.6, -0.3, 0.7], [-1.0, 0.0, 0.4], [0.7, 1.9, -2.0], [-1.2, -1.4, 1.7], [0.0, -0.2, 0.0], [-0.1, -0.1, 0.1], [-0.1, -0.2, -0.1], [-0.1, 0.1, 0.3], [-0.1, -0.1, -0.3], [0.0, -0.3, -0.4], [0.1, 0.4, 0.2], [-0.8, 0.7, 0.9], [-0.1, 0.1, 0.2], [0.1, 0.2, 0.0], [0.3, -0.1, -0.2], [-0.1, 0.4, 0.0]], "mulliken_spin": [0.0020, 0.0117, 0.1044, -0.0083, -0.0144, 0.0135, 0.0025, -0.0006, -0.0002, 0.0001, 0.8588, 0.0083, -0.0168, 0.0005, -0.0005, -0.0001, -0.0006, -0.0029, 0.0029, 0.0044, 0.0362, 0.0030, 0.0007, -0.0047, 0.0001]}

No. 2
{"formula": "C6H9CeO4", "method": "ωB97M-V/def2-TZVPD", "multiplicity": 3, "total_energy_ev": -27474.9071, "lumo_ev": [-5.2, -5.4], "charge": 1, "s2": 2.001, "homo_energy_ev": [-10.63, -10.63], "elements": ["O", "C", "O", "O", "C", "Ce", "H", "H", "C", "C", "H", "H", "H", "C", "C", "O", "H", "H", "H", "H"], "positions_angstrom": [[3.485, -0.703, -0.728], [2.477, -0.331, -0.063], [2.250, -0.807, 1.082], [1.714, 0.607, -0.598], [0.439, 0.970, -0.045], [4.713, -2.200, 1.034], [0.482, 0.504, 0.951], [0.343, 1.887, -0.649], [-1.563, 2.173, 0.774], [-1.951, 0.895, 0.402], [-1.587, 2.962, 0.014], [-1.372, 2.366, 1.834], [-2.360, 0.294, 1.224], [-1.102, 0.184, -0.548], [-1.190, -1.328, -0.474], [-0.215, -1.912, -1.318], [-1.182, 0.570, -1.572], [-2.207, -1.633, -0.775], [-1.033, -1.649, 0.570], [-0.140, -2.847, -1.111]], "forces_ev_per_a": [[1.7, -0.9, 0.2], [-0.5, 0.2, 0.3], [0.6, -0.8, 0.7], [1.0, -1.2, -1.0], [-1.0, -3.1, -1.5], [-2.4, 1.9, -1.3], [-0.3, 2.0, 0.2], [-0.6, 0.2, 2.0], [-2.1, -1.1, -0.4], [1.3, 1.4, 2.5], [1.2, -0.1, 0.4], [-1.2, 0.6, -0.3], [0.5, -0.1, 0.0], [1.7, 1.0, -1.9], [-0.2, 0.2, 0.3], [0.3, 0.1, -0.1], [-0.1, -0.5, 0.0], [0.2, 0.1, 0.1], [-0.1, 0.1, -0.2], [-0.2, 0.0, 0.0]], "mulliken_spin": [-0.0108, -0.0060, -0.0087, -0.0009, 0.0001, 2.0263, -0.0001, -0.0001, 0.0001, -0.0002, 0.0000, 0.0000, 0.0000, 0.0002, 0.0000, 0.0001, 0.0000, 0.0000, 0.0000, 0.0000]}

Q: Which value of multiplicity does entry 2 give?
A: 3

Q: Look up the charge of the first one.
A: 0